Here is a cluster of 2 separate species, C6H12N4O2S in total from the Open Molecules 2025 dataset. Energies are from ωB97M-V/def2-TZVPD.

XYZ file:
```
25
C6H12N4O2S | the Open Molecules 2025 dataset | ωB97M-V/def2-TZVPD
C 0.143 2.098 -1.718
C -1.210 0.536 -1.503
C -1.972 -0.738 -1.689
C 1.160 -1.548 0.577
C 0.575 -0.788 2.895
C -0.102 3.052 0.517
N -0.292 1.078 -2.356
N -1.243 1.182 -0.348
N -0.333 2.187 -0.471
N 1.106 -0.530 1.603
O 2.418 1.106 2.975
O 2.910 0.960 0.527
S 1.898 0.964 1.589
H 1.105 2.606 -1.938
H -2.719 -0.701 -2.564
H -1.246 -1.590 -1.821
H -2.670 -1.132 -0.919
H 0.794 -1.116 -0.466
H 2.154 -1.923 0.541
H 0.393 -2.326 0.748
H -0.028 -1.785 2.971
H 1.540 -0.781 3.530
H -0.084 -0.050 3.118
H -0.783 3.029 1.381
H 0.963 3.591 0.454
```

The total energy is -27302.1115 eV. Its largest force on an atom is 4.624 eV Å⁻¹. As for the multiplicity: 1. As for the HOMO energy (alpha / beta): -9.148 / -8.070 eV. As for the energy above the lowest of the compared OMol25 structures with the same formula, charge and spin: 268.5 kJ/mol. As for the net charge: 0. The LUMO energy (alpha / beta) is -0.71 / -2.02 eV.

Here is a structure of composition C29H25IrN3O4SSe from the Open Molecules 2025 dataset. Energies are from ωB97M-V/def2-TZVPD.

XYZ file:
```
64
C29H25IrN3O4SSe | the Open Molecules 2025 dataset | ωB97M-V/def2-TZVPD
Ir -0.855 0.617 0.572
O 2.052 -1.762 3.037
C 1.191 -1.037 2.360
O 1.195 -0.819 1.169
C 0.157 -0.403 3.270
C 0.073 -0.602 4.636
C -0.795 0.205 5.363
C -1.456 1.250 4.728
C -1.318 1.377 3.356
N -0.609 0.486 2.639
C -1.750 2.517 2.485
O -2.370 3.566 2.940
O -1.456 2.480 1.290
H 2.757 -2.095 2.456
H 0.690 -1.348 5.115
H -0.900 0.066 6.431
H -2.041 1.953 5.306
H -2.512 3.558 3.898
C 4.084 -0.299 -2.154
C 3.792 1.035 -2.855
C 4.214 2.195 -1.943
C 4.621 1.094 -4.139
C 2.292 1.154 -3.133
C 1.782 1.428 -4.416
C 0.431 1.559 -4.674
C -0.451 1.411 -3.611
S -2.194 1.494 -3.589
C -2.183 1.176 -1.919
N -0.983 1.017 -1.399
C 0.038 1.141 -2.335
C 1.397 1.013 -2.084
C -3.279 0.965 -0.985
C -4.633 1.095 -1.256
C -5.555 0.803 -0.262
C -5.122 0.377 0.986
C -3.763 0.262 1.273
C -2.830 0.566 0.288
H 5.148 -0.366 -1.924
H 3.824 -1.147 -2.790
H 3.535 -0.396 -1.215
H 5.277 2.118 -1.709
H 3.661 2.189 -1.001
H 4.045 3.159 -2.425
H 5.675 0.979 -3.887
H 4.513 2.051 -4.652
H 4.359 0.294 -4.833
H 2.467 1.537 -5.244
H 0.079 1.762 -5.676
H 1.744 0.810 -1.077
H -4.969 1.423 -2.232
H -6.613 0.902 -0.462
H -5.848 0.132 1.750
H -3.454 -0.079 2.254
Se -1.374 -1.542 -0.339
C -0.863 -3.107 0.619
C -1.893 -3.913 1.090
C -1.549 -5.087 1.748
N -0.299 -5.500 1.930
C 0.668 -4.734 1.429
C 0.454 -3.528 0.779
H -2.933 -3.646 0.955
H -2.328 -5.733 2.138
H 1.678 -5.110 1.553
H 1.279 -2.965 0.374
```

The total energy is -122146.0688 eV. Its largest force on an atom is 1.581 eV Å⁻¹. As for the multiplicity: 2. As for the expectation value of S²: 0.76. As for the HOMO energy (alpha / beta): -13.765 / -13.767 eV. As for the energy above the lowest of the compared OMol25 structures with the same formula, charge and spin: 65.5 kJ/mol. As for the net charge: +2. The LUMO energy (alpha / beta) is -7.38 / -8.34 eV.